[1]
C6H16N2 | wB97M-V/def2-TZVPD

Each line ends with the Löwdin charge.
Element x y z (Å)
H 1.801 -2.855 -0.035  0.072
C 0.231 -1.386 -0.575  -0.274
H 0.206 -3.565 -0.091  0.061
H -1.063 -1.106 2.472  0.084
H -1.723 2.562 0.266  0.075
C 0.839 -2.800 -0.548  -0.094
H -0.584 0.892 -1.140  0.105
H 0.954 -0.802 -1.134  0.096
N 1.253 1.797 -1.157  0.037
H -0.244 3.525 0.276  0.080
C -0.785 2.736 -0.253  -0.074
H 0.952 -3.061 -1.605  0.070
H 1.889 1.017 -1.152  0.054
H -1.273 -2.345 1.277  0.075
H -0.735 -1.525 -1.079  0.116
H 1.633 2.637 -0.750  0.065
H -2.107 -0.797 1.089  0.087
C 0.207 0.687 0.827  -0.133
C -1.156 -1.267 1.391  -0.123
H -0.501 1.014 1.592  0.105
H 1.208 0.793 1.233  0.113
H -1.065 3.207 -1.188  0.074
N 0.065 -0.817 0.761  -0.217
C -0.001 1.459 -0.479  -0.452

Atoms 1-6, force components in eV/Å:
H 0.0119 0.2331 -0.1332
C 0.3310 -1.2503 0.9992
H -0.1574 0.2214 -0.0080
H -0.1048 0.0470 -0.0792
H -0.0233 -0.1711 0.2375
C -0.1326 -0.0016 -0.2060

**SMILES**: CCN(C)C[C@@H](C)N
**HOMO-LUMO gap**: 0.34142 hartree

[2]
C6H12O | wB97M-V/def2-TZVPD

Each line ends with the Löwdin charge.
Element x y z (Å)
H 1.848 -2.139 -1.292  0.083
H -1.409 0.909 1.679  0.116
H 0.188 2.615 0.902  0.120
H -0.714 -1.985 -0.813  0.121
C 1.960 -1.364 -0.521  -0.165
H 1.853 1.068 0.429  0.130
C -1.672 -0.144 -0.196  -0.214
H 2.077 -1.873 0.452  0.073
H -1.853 0.115 -1.246  0.110
H -0.388 -1.546 0.869  0.115
O 0.977 0.721 0.646  -0.090
C 0.748 -0.510 -0.723  -0.157
C -0.500 -1.131 -0.152  -0.262
C -1.373 1.130 0.605  -0.184
C -0.010 1.726 0.294  -0.201
H -2.133 1.897 0.409  0.116
H 0.099 1.949 -0.772  0.119
H -2.591 -0.599 0.194  0.106
H 2.893 -0.839 -0.764  0.063

Atoms 1-6, force components in eV/Å:
H 0.0807 0.0223 0.0871
H 0.0078 0.0341 -0.1050
H -0.0618 -0.0857 -0.0629
H 0.0075 0.1265 0.0754
C 0.1103 -0.0272 -0.0213
H -0.0958 -0.0448 -0.0124

**HOMO-LUMO gap**: 0.29112 hartree

[3]
H28O14 | wB97M-V/def2-TZVPD

Each line ends with the Löwdin charge.
Element x y z (Å)
H -2.701 -0.372 1.148  -0.041
O 0.238 1.130 -2.787  -0.024
O -2.342 1.388 -1.699  -0.052
H 0.360 1.795 -2.134  0.030
H -0.209 -2.543 -1.528  0.027
H 2.112 -1.517 -1.082  0.030
H 4.528 -0.553 2.426  0.022
O -2.938 -1.569 -1.924  -0.030
H 2.606 1.359 -2.159  0.025
H 3.221 -0.383 1.596  -0.011
H -3.186 -2.122 -1.171  0.044
H 0.376 2.203 1.934  -0.013
H 0.298 -1.339 2.918  0.047
H -1.910 2.569 0.963  -0.025
O -0.103 -1.648 -1.837  -0.047
H 3.298 -2.041 -0.470  0.085
H 2.567 2.140 1.286  0.072
H -1.408 1.309 -1.789  -0.033
H -0.475 -2.902 0.698  0.008
O 3.618 -0.774 2.376  -0.034
H -0.118 1.620 -3.526  0.065
O 2.778 -1.234 -0.467  -0.023
O -2.828 2.417 0.706  -0.070
H -2.048 -1.350 -1.789  -0.057
H -0.156 -0.855 1.595  -0.035
O -0.651 -3.682 0.144  -0.044
O 1.909 1.566 1.678  -0.055
H 0.642 0.521 0.615  0.019
H -3.916 0.049 1.845  0.031
H -2.619 1.871 -0.037  -0.054
H -0.384 -1.743 -2.747  0.071
H -2.567 1.189 -2.652  0.097
O -3.346 -0.702 1.714  -0.023
H -0.033 -0.240 -0.457  0.008
H 2.774 0.396 -0.936  -0.031
O -0.240 0.230 0.348  -0.024
O -0.448 2.726 2.036  -0.072
O 2.758 1.316 -1.217  -0.057
H 2.343 1.430 2.568  0.115
O -0.031 -1.661 2.089  -0.038
H -1.578 -3.632 -0.079  0.032
H -0.188 3.637 1.804  0.067

Atoms 1-6, force components in eV/Å:
H 1.9964 1.0140 -1.5722
O -0.0096 -0.8476 -0.8105
O -1.1220 -0.3271 -2.4749
H 0.5846 0.9378 1.1879
H -0.0346 -1.0242 1.0759
H -1.3136 0.1698 -0.6237

**HOMO-LUMO gap**: 0.34802 hartree

[4]
C21H31BrF6N3O8S2Si2W | wB97M-V/def2-TZVPD

Each line ends with the Löwdin charge.
Element x y z (Å)
N -1.692 -1.094 -1.884  -0.126
H 2.515 0.110 -3.176  0.020
C 3.124 -3.720 -1.014  -0.092
H 4.531 0.045 1.330  0.055
O -2.328 1.626 -1.494  -0.209
H 1.436 -2.626 4.014  0.052
H -3.113 -1.593 -6.209  0.162
C 4.396 -0.581 2.215  -0.121
H 3.598 -1.238 -2.836  0.052
C 3.707 -4.874 1.001  -0.031
H -2.522 -3.465 1.603  0.159
N -3.591 -2.046 2.764  0.227
F 2.084 4.125 2.646  0.217
C 2.521 -2.673 -0.310  -0.269
H -4.054 -2.772 3.311  0.191
C -2.394 3.081 -1.385  -0.279
H -0.623 0.375 -4.717  0.151
N -0.226 2.148 2.874  -0.240
H 0.528 -2.247 -3.604  0.041
S -1.477 1.499 2.256  0.725
H 0.793 -0.971 3.907  0.027
C -2.684 -1.871 -2.346  -0.053
C 1.699 -1.575 3.892  -0.139
C 3.715 -4.800 -0.381  -0.021
H -1.623 3.369 -0.674  0.071
O -1.960 0.354 2.980  -0.248
C 1.815 3.334 1.641  -0.706
H -1.199 3.522 -3.135  0.058
F 2.878 3.132 0.899  0.173
H -4.234 -1.688 2.048  0.176
H -0.195 -3.109 -2.237  0.035
C -0.980 -0.307 -2.706  -0.364
O -2.803 -0.842 0.491  0.033
S 1.206 1.719 2.380  0.671
C 2.910 -0.524 -2.379  -0.215
H -3.366 3.339 -0.966  0.128
H 4.118 -5.734 1.511  0.128
F -2.929 3.184 3.594  0.224
Br 0.857 1.999 -1.435  0.590
H 3.500 0.118 -1.722  0.032
O -1.251 1.293 0.802  -0.503
H 3.281 -3.836 2.810  0.112
H -3.359 -1.248 3.365  0.153
O 2.076 1.388 3.443  -0.223
C -2.342 -2.518 2.112  -0.017
H -3.016 1.399 -2.132  0.112
H -3.764 -2.518 -4.053  0.146
O -0.678 -1.355 0.794  -0.179
H -2.252 4.831 -2.601  0.101
F -2.709 3.691 1.499  0.198
C -2.183 3.750 -2.726  -0.055
O 1.124 0.662 1.304  -0.491
H 4.660 0.011 3.088  0.054
C -2.224 -1.063 -4.578  -0.257
C -2.970 -1.881 -3.684  0.089
F 0.816 3.831 0.918  0.100
H -1.555 -2.654 2.850  0.148
H 2.298 -1.276 4.755  0.065
C 0.736 -2.700 -2.633  -0.170
C -2.873 2.729 2.372  -0.672
H -2.949 3.447 -3.442  0.090
Si 2.680 -1.305 2.322  0.921
H 3.147 -3.687 -2.095  0.100
C 2.633 -2.694 1.091  -0.298
H -3.237 -2.474 -1.640  0.138
F -3.956 2.018 2.083  0.175
W -0.427 0.051 -0.724  1.563
Si 1.557 -1.446 -1.426  0.591
O -2.424 -1.006 -5.866  0.183
C -1.207 -0.249 -4.052  0.045
C 3.203 -3.810 1.724  -0.103
H 5.108 -1.406 2.129  0.067
H 1.394 -3.546 -2.812  0.035
C -1.937 -1.478 1.078  -0.629
H 4.172 -5.587 -0.966  0.129

Atoms 1-6, force components in eV/Å:
N 1.3675 1.3911 -0.3119
H -0.0378 -0.0558 0.0093
C -0.1147 0.1905 -0.2456
H -0.0888 -0.0443 -0.0425
O -0.0648 0.3178 0.0772
H 0.0117 -0.0198 -0.2211

**HOMO-LUMO gap**: 0.21394 hartree
**Total charge**: +3

Number 1: molecular weight 116.21 g mol⁻¹, HOMO -8.233 eV, LUMO level 0.0389 Ha. Number 2: molecular weight 100.16 g mol⁻¹, HOMO -7.088 eV, LUMO level 0.0307 Ha. Number 3: molecular weight 252.21 g mol⁻¹, HOMO -9.727 eV, LUMO level -0.0095 Ha. Number 4: molecular weight 951.53 g mol⁻¹, HOMO -16.737 eV, LUMO level -0.4011 Ha.